(1)
Density functional theory data (the ωB97M-V functional and the def2-TZVPD basis) for the molecule C4H6ClNS at a distorted geometry.

Electronic energy, hartree: -1069.03327
Maximum force, Eh/bohr: 0.094
HOMO-LUMO gap, eV: 9.12

Geometry as ORCA input:
```
! wB97M-V def2-TZVPD RIJCOSX def2/J DEFGRID3
* xyz 0 1
C 1.76 -0.30 -0.09
C -0.46 1.26 -0.15
C -0.33 -0.10 -0.50
C -1.03 -1.08 0.30
N 2.17 0.79 0.27
S 1.22 2.08 0.30
Cl 2.35 -1.80 -0.18
H -0.60 1.94 -0.91
H -1.02 1.38 0.84
H -0.15 -0.24 -1.53
H -1.12 -0.68 1.43
H -0.63 -2.11 0.30
H -2.14 -1.15 -0.08
*
```

The net atomic charges from Mulliken, expressed in e, are: 0.436, -0.722, -0.164, -1.020, -0.329, -0.004, -0.135, 0.363, 0.272, 0.443, 0.279, 0.302, 0.279


(2)
Density functional theory data (the ωB97M-V functional and the def2-TZVPD basis) for the molecule C4H6ClP at a distorted geometry.

Electronic energy, hartree: -957.50754
Maximum force, Eh/bohr: 0.049
SMILES string: C=C[C@H]1CP1Cl
HOMO-LUMO gap, eV: 9.47

Geometry as ORCA input:
```
! wB97M-V def2-TZVPD RIJCOSX def2/J DEFGRID3
* xyz 0 1
C -0.73 -1.62 -1.20
C 0.20 -1.06 -0.44
C 0.03 0.32 -0.04
C 0.58 0.76 1.42
P 1.18 1.80 0.04
Cl -0.31 3.19 0.05
H -0.86 -2.62 -1.55
H -1.29 -0.88 -1.78
H 1.08 -1.55 -0.02
H -0.92 0.69 -0.38
H -0.24 1.00 2.12
H 1.27 -0.03 1.78
*
```

The net atomic charges from Mulliken, expressed in e, are: -0.836, -0.008, -0.064, -0.739, 0.097, -0.237, 0.305, 0.205, 0.230, 0.395, 0.295, 0.355


(3)
Density functional theory data (the ωB97M-V functional and the def2-TZVPD basis) for a structure of composition C4H6CsO3 at a distorted geometry.

Electronic energy, hartree: -401.67790
Maximum force, Eh/bohr: 0.053
HOMO-LUMO gap (spin up / spin down), eV: 5.75 / 5.99
Expectation value of S²: 0.7537

Geometry as ORCA input:
```
! wB97M-V def2-TZVPD RIJCOSX def2/J DEFGRID3
* xyz 0 2
H -6.17 -0.47 -3.34
C -6.45 -0.55 -2.22
H -7.10 0.32 -2.01
H -6.94 -1.51 -2.00
C -5.08 -0.42 -2.01
O 2.03 -0.94 1.81
C 2.90 -0.13 1.40
O 2.79 0.54 0.34
Cs -0.98 -0.85 -0.63
O 3.99 0.01 2.17
C 5.04 0.84 1.70
H 5.42 0.49 0.74
H 4.70 1.88 1.60
H 5.84 0.79 2.45
*
```

The net atomic charges from Mulliken, expressed in e, are: 0.224, -0.401, 0.285, 0.265, -0.352, -0.735, 0.725, -0.759, 0.942, -0.326, -0.579, 0.254, 0.248, 0.209


(4)
Density functional theory data (the ωB97M-V functional and the def2-TZVPD basis) for a structure of composition C4H6CuLiO at a distorted geometry.

Electronic energy, hartree: -1879.15778
Maximum force, Eh/bohr: 0.050
HOMO-LUMO gap (spin up / spin down), eV: 4.47 / 5.00
Expectation value of S²: 0.7544

Geometry as ORCA input:
```
! wB97M-V def2-TZVPD RIJCOSX def2/J DEFGRID3
* xyz -1 2
C -0.57 -0.86 0.12
C -1.63 -0.41 0.82
H -2.67 -0.63 0.58
H -1.42 0.38 1.69
O 0.49 1.85 1.11
C 0.98 0.67 1.72
C 0.93 -0.48 0.72
Li -1.05 1.69 0.21
Cu 1.75 2.95 0.24
H 0.31 0.48 2.59
H 1.98 0.77 2.18
H 1.60 -0.45 -0.16
H 1.33 -1.37 1.26
*
```

The net atomic charges from Mulliken, expressed in e, are: -0.389, -0.867, 0.146, 0.052, -0.750, -0.481, -0.212, 0.504, -0.132, 0.255, 0.340, 0.268, 0.266


Which of these has the highest maximum force? C4H6ClNS